(1)
A 2-piece molecular cluster, C4H11NSi overall. Source: OMol25; level of theory: the ωB97M-V functional and the def2-TZVPD basis.

The geometry in XYZ format:
```
17
Properties=species:S:1:pos:R:3:lowdin_spin:R:1
C 0.40610 -3.47495 0.45151 0.120
C -0.05359 -2.06343 0.24063 0.820
C -0.47955 2.73163 0.07499 0.000
C 1.87456 2.89557 0.07927 0.002
N 0.76663 3.43903 -0.25351 0.001
Si -0.32405 -1.20926 -1.24619 0.809
H -0.43405 -4.22583 0.34203 0.040
H 0.99333 -3.65458 1.32632 0.001
H 0.00483 -1.53748 1.18079 0.038
H -0.92576 2.51414 -0.89822 0.000
H -0.19765 1.72242 0.56566 0.001
H -1.03912 3.41070 0.61237 0.000
H 1.03625 -3.79968 -0.28754 0.018
H 2.84807 3.38334 -0.25017 0.000
H 2.06335 2.04562 0.77430 0.001
H -0.49755 -2.14579 -2.47860 0.067
H -0.65521 0.25309 -1.42990 0.083
```

HOMO (spin up / spin down)	-0.20975 / -0.35481	Eh
Kohn-Sham gap (spin up / spin down)	6.642 / 7.952	eV
2S+1	3

***

(2)
A 2-piece molecular cluster, C4H11O overall. Source: OMol25; level of theory: the ωB97M-V functional and the def2-TZVPD basis.

The geometry in XYZ format:
```
16
Properties=species:S:1:pos:R:3:nbo_charge:R:1
C 2.89120 -0.86510 -1.06951 -0.186
O 1.56981 -0.62850 -1.08299 -0.982
H 3.48455 -0.36658 -1.83068 0.075
H 3.13632 -1.95082 -1.06726 0.065
H 3.49964 -0.60131 -0.14264 0.040
C -0.98186 1.69141 0.71906 -0.610
C -2.12693 0.64141 0.62051 -0.393
C -1.58928 -0.80859 0.79122 -0.631
H -0.07402 1.35488 0.31798 0.254
H -1.16081 2.66105 0.11680 0.178
H -0.80390 1.98181 1.68334 0.183
H -2.95120 0.80627 1.30400 0.174
H -2.58362 0.74293 -0.42760 0.185
H -2.36651 -1.57602 0.98756 0.180
H -0.81593 -0.93566 1.57978 0.207
H -1.08178 -1.04335 -0.22504 0.259
```

HOMO	-0.06830	Eh
total charge	-1
Kohn-Sham gap	5.920	eV
2S+1	1

***

Ordered max |F| results: 0.097 0.070; unit Eh/bohr.